Density functional theory data (ωB97M-V/def2-TZVPD) for a gas-phase ion, CH2N5O2 (charge -1).

Last column: Löwdin charge in e.
Atoms and positions in Å:
C1 -0.9512 1.6449 0.2335  -0.355
N1 -1.2568 2.7081 0.6156  0.077
N2 0.8938 0.4608 -0.4747  0.049
N3 -1.3263 -0.6208 -0.3941  0.053
N4 -0.4749 0.5327 -0.2287  -0.253
N5 1.5170 -0.5339 0.1741  -0.535
O1 0.9145 -1.3482 0.8788  -0.085
O2 2.7469 -0.5525 0.0758  -0.079
H1 -1.0145 -1.1976 0.3960  0.048
H2 -1.0485 -1.0935 -1.2764  0.081

Values from the calculation:
ΔE to the lowest compared entry with this formula, charge and spin: 0.0000 eV
SMILES: N#CN(N)N=[N+]([O-])[O-]
net charge: -1
HOMO-LUMO gap: 8.6 eV

Density functional theory data (ωB97M-V/def2-TZVPD) for 2 unconnected molecules or ions with the total composition CH2NO2.

Last column: Löwdin charge in e.
Atoms and positions in Å:
C1 0.1677 0.1080 -1.0609  -0.699
N1 -1.0000 0.3774 -1.0476  -0.008
O1 1.3561 -0.0766 -0.8917  -0.077
O2 -0.2337 -0.1941 1.4590  -0.198
H1 0.5295 0.1030 0.9531  -0.036
H2 -0.8196 -0.3178 0.5881  0.017

Values from the calculation:
ΔE to the lowest compared entry with this formula, charge and spin: 0.6183 eV
net charge: -1
HOMO-LUMO gap: 8.8 eV

Density functional theory data (ωB97M-V/def2-TZVPD) for 2 unconnected molecules or ions with the total composition CH2NO2.

Last column: Löwdin charge in e.
Atoms and positions in Å:
C1 -0.9094 -0.1033 -0.1738  -0.672
N1 1.0048 0.4865 -0.1875  -0.118
O1 -1.1202 -0.1335 1.0365  -0.081
O2 -1.4213 -0.2571 -1.2238  0.013
H1 1.4478 -0.4402 -0.3229  -0.084
H2 0.9983 0.4477 0.8715  -0.058

Values from the calculation:
ΔE to the lowest compared entry with this formula, charge and spin: 1.3028 eV
net charge: -1
HOMO-LUMO gap: 7.7 eV

Max |F| (eV/A)
2.61, 2.68, 4.30
DFT total energy (eV)
-12611.0805, -6655.7588, -6655.0742